# C31H54BN2O4P

A 4-piece molecular cluster, C31H54BN2O4P overall (ωB97M-V/def2-TZVPD, the Open Molecules 2025 dataset).

Properties
Max |F|, Eh/bohr: 0.051
Structure (SMILES): CCCCCCc1cnc2c(B(C)O)cc(P(C)C)c(CC)c2n1.C1CCOC1.C1CCOC1.C1CCOC1
Energy, eV: -54157.8389
HOMO level, eV: -7.5
Kohn-Sham gap, eV: 7.387

Structure (XYZ):
```
93
Properties=species:S:1:pos:R:3:forces:R:3
C 1.007 -0.156 5.534 -0.004 0.485 0.498
C 0.395 1.205 5.989 -0.302 -0.580 -0.991
C -0.245 1.888 4.743 0.865 0.369 1.250
C 0.867 2.598 3.906 -1.263 0.284 -0.847
C 1.017 2.040 2.461 0.341 0.169 0.450
C 2.253 1.124 2.276 -0.912 -0.493 -0.665
C 1.944 -0.101 1.417 -0.511 0.527 0.548
C 2.897 -0.536 0.464 1.092 0.345 -0.257
N 2.771 -1.558 -0.335 -0.763 0.448 0.666
C 1.560 -2.171 -0.184 -0.072 -0.890 -0.566
C 1.277 -3.272 -1.025 1.410 -0.152 -0.918
B 2.370 -3.735 -2.081 0.464 0.337 -0.147
C 3.621 -4.624 -1.728 0.500 -0.194 0.009
O 2.239 -3.317 -3.412 -0.136 -0.618 0.295
C 0.095 -3.906 -0.963 -1.568 -0.718 0.197
C -0.919 -3.529 -0.032 -0.049 0.455 0.569
P -2.489 -4.477 0.021 0.027 -1.881 -1.856
C -2.714 -5.327 1.646 -0.331 0.834 0.202
C -3.953 -3.395 -0.325 0.431 0.639 1.350
C -0.653 -2.478 0.802 -0.660 0.363 0.663
C -1.658 -2.025 1.846 0.867 0.700 0.474
C -1.176 -2.429 3.271 -0.333 -0.025 -0.889
C 0.591 -1.774 0.735 -0.390 0.313 0.652
N 0.795 -0.712 1.581 0.610 -0.228 -0.742
H 2.036 -0.256 5.896 -0.169 -0.218 -0.091
H 0.410 -0.995 5.904 0.171 0.062 -0.051
H 1.005 -0.210 4.442 0.131 -0.072 0.132
H 1.172 1.865 6.387 -0.151 -0.067 0.012
H -0.346 1.053 6.782 0.106 -0.021 -0.118
H -0.956 2.631 5.126 0.024 -0.069 -0.343
H -0.795 1.158 4.141 0.052 0.069 0.107
H 0.509 3.630 3.781 0.381 -0.043 0.143
H 1.814 2.635 4.453 -0.067 -0.066 -0.137
H 0.078 1.532 2.221 0.286 -0.187 -0.055
H 1.113 2.863 1.743 -0.053 -0.225 0.341
H 2.607 0.735 3.238 0.211 0.318 -0.127
H 3.012 1.708 1.747 0.265 -0.206 0.460
H 3.822 0.040 0.391 -0.102 -0.151 0.006
H 4.272 -4.182 -0.961 -0.322 0.013 0.008
H 3.349 -5.621 -1.349 -0.157 0.260 0.045
H 4.262 -4.799 -2.602 -0.220 0.112 0.053
H 1.585 -3.843 -3.885 -0.127 0.408 -0.125
H -0.144 -4.740 -1.623 0.119 0.078 0.058
H -3.775 -5.607 1.696 0.180 0.020 -0.103
H -2.508 -4.700 2.520 0.062 -0.248 -0.035
H -2.135 -6.251 1.658 0.086 0.237 0.033
H -3.575 -2.410 -0.624 -0.244 -0.189 -0.286
H -4.527 -3.213 0.596 0.005 -0.043 -0.216
H -4.624 -3.827 -1.065 0.269 0.042 -0.055
H -2.667 -2.368 1.627 0.159 -0.054 0.009
H -1.634 -0.927 1.830 -0.392 -0.174 -0.069
H -1.981 -2.327 4.006 0.129 -0.129 -0.070
H -0.359 -1.761 3.537 0.041 -0.244 0.141
H -0.822 -3.463 3.203 -0.006 0.144 0.473
C -6.780 -0.885 -4.549 0.048 0.202 0.008
C -5.631 -1.811 -4.920 -0.057 -0.180 -0.073
C -4.950 -2.019 -3.576 0.074 0.141 0.145
O -5.975 -1.924 -2.577 0.001 0.040 -0.236
C -7.169 -1.408 -3.175 -0.079 -0.188 0.066
H -7.606 -0.901 -5.259 -0.002 -0.021 0.020
H -6.418 0.143 -4.469 -0.028 -0.005 -0.003
H -6.025 -2.761 -5.291 0.029 0.007 -0.006
H -4.962 -1.402 -5.676 0.010 0.010 0.030
H -4.213 -1.234 -3.377 0.061 -0.036 -0.073
H -4.454 -2.988 -3.501 -0.027 0.001 0.090
H -7.892 -2.228 -3.252 -0.065 0.059 -0.033
H -7.591 -0.633 -2.533 0.050 -0.039 0.069
C 0.657 6.435 -0.770 -0.172 0.084 0.093
C 1.877 6.876 0.028 0.164 -0.034 -0.103
C 1.818 5.943 1.228 -0.127 0.004 0.139
O 1.217 4.726 0.772 0.036 0.356 -0.196
C 0.654 4.933 -0.532 0.160 -0.167 -0.145
H 0.705 6.696 -1.827 0.022 -0.034 0.004
H -0.246 6.884 -0.348 0.001 -0.006 -0.026
H 2.786 6.688 -0.549 0.000 0.015 0.020
H 1.863 7.928 0.308 -0.016 -0.016 0.021
H 1.187 6.356 2.023 0.057 0.064 0.015
H 2.803 5.729 1.644 -0.029 -0.084 0.012
H 1.285 4.414 -1.261 -0.074 0.028 -0.069
H -0.346 4.501 -0.569 0.025 -0.049 0.091
C 4.331 1.209 -2.279 -0.127 -0.204 -0.039
C 4.856 1.775 -3.591 0.122 0.176 0.046
C 3.572 2.230 -4.269 -0.138 -0.128 -0.073
O 2.668 2.605 -3.224 0.128 -0.047 0.029
C 3.185 2.161 -1.967 0.059 0.181 0.060
H 5.077 1.169 -1.486 0.007 0.034 -0.020
H 3.945 0.198 -2.436 0.009 0.004 0.052
H 5.501 2.635 -3.394 0.001 -0.010 -0.031
H 5.419 1.057 -4.186 -0.039 -0.012 -0.001
H 3.113 1.415 -4.839 0.067 -0.005 -0.047
H 3.726 3.077 -4.938 -0.075 0.035 0.039
H 3.539 3.040 -1.415 0.008 -0.054 0.095
H 2.387 1.688 -1.391 -0.062 0.040 -0.055
```
Forces are in eV/Å.

Mulliken population analysis, charges in e, atoms 1 to 8: number 1, C, carries -0.14; number 2, C, carries -0.75; number 3, C, carries -0.51; number 4, C, carries -0.72; number 5, C, carries 0.56; number 6, C, carries -1.29; number 7, C, carries 0.93; number 8, C, carries -1.04

# C31H54Cl42F6N5O3S2

A 22-piece molecular cluster, C31H54Cl42F6N5O3S2 overall (ωB97M-V/def2-TZVPD, the Open Molecules 2025 dataset).

Properties
Energy relative to the best compared isomer or geometry (same formula, charge and spin), kcal per mole: 61.8
Max |F|, Eh/bohr: 0.093
Net charge: +1
Energy, eV: -610519.0712
HOMO level, eV: -11.4
Kohn-Sham gap, eV: 7.146

Structure (XYZ):
```
143
Properties=species:S:1:pos:R:3:forces:R:3
C 2.814 0.576 3.951 0.135 -0.701 0.104
C 2.759 -0.768 3.282 0.430 0.183 0.947
C 3.544 -1.917 3.886 -0.180 0.726 -0.225
N 2.033 -0.924 2.200 2.101 0.673 0.435
N 2.727 -0.616 0.973 -1.215 -0.562 -1.077
C 3.070 -1.960 0.498 -3.037 1.601 1.960
N 4.255 -2.290 0.108 -0.382 -0.242 0.468
S 5.636 -1.283 0.003 3.601 -1.201 -1.076
O 5.930 -0.969 -1.333 -2.002 1.470 -1.724
O 6.715 -2.037 0.512 -0.103 -1.083 2.455
C 5.553 0.280 0.989 -0.348 1.182 -0.607
F 5.282 0.135 2.239 -0.869 -0.833 1.330
F 4.772 1.116 0.379 -1.381 0.637 -0.401
F 6.741 0.794 0.916 1.662 -0.386 -0.451
N 1.907 -2.705 0.555 3.185 -0.299 -3.545
C 1.016 -1.834 -0.270 0.692 2.455 -0.626
N 1.279 -1.929 -1.745 -1.067 1.317 2.573
C 0.963 -2.977 -2.225 1.411 -2.865 -2.089
S 1.127 -4.366 -2.915 -0.958 0.076 -0.162
C 1.578 -0.342 0.036 -2.144 -0.382 1.043
C 0.429 0.471 0.739 0.220 0.132 0.323
O -0.412 1.179 -0.209 0.735 -0.899 0.527
C -0.373 2.504 -0.038 -1.029 0.181 -0.699
F 0.841 2.996 -0.168 1.207 0.371 0.399
F -1.094 3.033 -0.995 -0.853 0.454 -0.743
F -0.904 2.933 1.130 0.328 -0.514 -0.084
H 3.799 1.024 3.728 -0.135 -0.211 0.063
H 2.758 0.508 5.042 -0.107 0.064 -0.114
H 2.066 1.221 3.515 -0.170 -0.041 0.262
H 3.781 -1.753 4.944 -0.177 -0.133 -0.780
H 3.003 -2.846 3.705 0.047 0.040 0.221
H 4.501 -2.004 3.337 -0.219 0.148 0.029
H 4.393 -3.255 -0.190 0.571 0.018 -0.115
H 2.177 -3.552 0.044 -1.231 -0.589 0.270
H -0.021 -2.016 0.009 0.064 0.070 -0.182
H 1.844 0.175 -0.887 0.347 -0.370 0.114
H -0.249 -0.175 1.294 0.248 -0.155 -0.099
H 0.811 1.192 1.465 0.267 -0.193 -0.178
C -2.627 -0.361 3.976 -0.183 0.094 0.031
Cl -2.002 0.246 5.510 0.195 0.104 -0.076
Cl -1.530 -1.552 3.258 0.027 -0.086 -0.048
H -3.589 -0.831 4.150 0.062 -0.083 0.070
H -2.740 0.471 3.290 0.111 -0.003 0.003
C -5.432 3.230 -1.963 -0.062 0.030 0.285
Cl -5.479 1.786 -2.970 0.151 -0.150 -0.437
Cl -6.967 3.433 -1.121 -0.010 0.024 0.145
H -4.639 3.115 -1.232 -0.017 -0.048 0.020
H -5.242 4.098 -2.580 -0.022 -0.015 -0.098
C -4.190 -0.282 8.676 0.112 0.055 -0.027
Cl -5.034 -1.200 9.927 0.073 0.060 0.069
Cl -4.914 -0.538 7.085 -0.157 -0.022 0.017
H -4.243 0.772 8.919 -0.130 -0.014 -0.004
H -3.155 -0.604 8.645 -0.042 -0.103 -0.036
C -3.848 5.102 -5.450 0.027 -0.092 0.022
Cl -3.691 6.099 -3.997 0.430 -0.144 -0.365
Cl -3.749 6.077 -6.920 -0.035 -0.118 -0.005
H -3.049 4.370 -5.461 0.065 0.089 -0.012
H -4.810 4.600 -5.427 -0.047 0.130 -0.010
C -0.484 -5.478 -6.506 -0.086 -0.010 0.006
Cl -0.613 -3.760 -6.102 -0.107 0.015 -0.054
Cl 1.196 -6.024 -6.467 0.015 -0.083 0.022
H -1.056 -6.049 -5.783 0.064 0.039 0.057
H -0.883 -5.634 -7.501 0.089 0.069 -0.035
C 7.643 1.815 4.083 0.097 -0.028 0.027
Cl 6.349 2.956 3.693 -0.226 -0.228 0.040
Cl 7.447 1.143 5.705 0.019 -0.060 -0.048
H 7.625 1.004 3.364 -0.040 -0.011 0.035
H 8.594 2.335 4.029 -0.053 0.087 0.060
C 1.217 -7.258 -0.202 -0.222 -0.332 -0.102
Cl 2.328 -5.875 -0.119 0.276 -0.213 0.193
Cl 2.055 -8.715 -0.726 -0.041 0.104 0.034
H 0.795 -7.427 0.780 0.121 0.062 0.044
H 0.428 -7.030 -0.910 0.093 0.093 -0.063
C 7.448 4.307 0.283 0.049 -0.012 -0.054
Cl 6.667 5.471 -0.793 -0.050 -0.083 -0.047
Cl 7.939 5.064 1.802 0.208 0.101 -0.136
H 6.750 3.506 0.500 -0.064 0.087 0.069
H 8.326 3.908 -0.211 0.040 0.100 0.001
C -2.756 5.639 0.946 0.068 0.247 -0.127
Cl -3.137 5.816 -0.768 0.143 -0.063 -0.043
Cl -3.726 6.740 1.933 -0.034 -0.011 0.134
H -2.982 4.620 1.236 -0.042 -0.016 0.035
H -1.701 5.865 1.145 -0.932 0.025 -0.817
C -6.368 -0.099 -6.507 -0.051 0.126 -0.067
Cl -6.015 -1.294 -5.250 -0.049 0.017 0.066
Cl -5.216 -0.206 -7.841 -0.028 0.051 -0.009
H -7.366 -0.280 -6.890 0.036 -0.118 -0.010
H -6.311 0.892 -6.072 0.096 -0.042 0.054
C -4.065 8.954 -9.020 0.062 0.033 0.061
Cl -5.482 8.474 -9.962 0.007 -0.123 0.053
Cl -2.952 9.932 -9.981 0.039 0.000 0.069
H -4.392 9.533 -8.164 -0.050 0.053 -0.065
H -3.548 8.061 -8.686 -0.004 0.044 -0.160
C -6.470 8.213 -2.343 0.052 0.111 -0.049
Cl -6.274 6.456 -2.346 -0.523 0.272 0.301
Cl -8.165 8.676 -2.168 0.039 0.061 -0.009
H -5.907 8.624 -1.513 -0.056 -0.090 0.070
H -6.093 8.608 -3.279 -0.069 -0.072 -0.048
C 2.430 -2.024 8.079 -0.093 0.008 0.120
Cl 1.215 -1.000 7.301 -0.035 -0.043 -0.004
Cl 3.892 -2.150 7.089 0.130 -0.150 0.757
H 2.693 -1.594 9.038 0.051 0.098 -0.069
H 2.016 -3.016 8.218 0.005 -0.008 -0.115
C -6.039 -1.523 -1.613 -0.283 0.138 0.107
Cl -4.677 -0.815 -0.741 0.201 0.022 0.085
Cl -7.025 -2.542 -0.560 -0.029 -0.016 -0.042
H -6.654 -0.721 -2.006 0.016 0.038 0.110
H -5.659 -2.124 -2.419 0.174 -0.221 -0.144
C -6.971 -4.127 11.102 0.009 0.084 -0.013
Cl -6.344 -5.760 10.846 0.101 0.025 0.007
Cl -8.735 -4.092 11.010 0.011 0.087 0.015
H -6.665 -3.783 12.084 -0.059 -0.103 0.045
H -6.567 -3.473 10.338 -0.080 -0.122 -0.062
C 3.011 -12.122 -1.707 0.000 0.043 0.092
Cl 1.487 -12.944 -1.365 0.005 0.068 0.054
Cl 3.729 -12.688 -3.220 0.027 -0.011 0.007
H 2.824 -11.057 -1.790 -0.046 -0.067 -0.122
H 3.704 -12.315 -0.896 0.002 -0.112 -0.040
C 9.816 0.711 -0.680 0.004 -0.102 -0.152
Cl 9.514 1.409 0.919 0.275 0.031 0.121
Cl 9.922 1.964 -1.919 -0.030 -0.050 -0.003
H 10.752 0.165 -0.651 0.046 0.100 0.057
H 9.002 0.039 -0.929 -0.058 0.078 0.020
C -8.668 10.421 -9.856 0.056 0.024 -0.038
Cl -9.420 9.919 -8.336 0.073 0.023 0.059
Cl -9.712 10.073 -11.240 0.053 0.030 -0.044
H -8.480 11.487 -9.819 -0.122 0.011 0.015
H -7.736 9.882 -9.977 -0.095 -0.045 0.015
C 6.105 -10.415 -4.968 0.005 -0.118 -0.036
Cl 6.025 -8.757 -4.351 -0.107 0.037 0.017
Cl 7.773 -10.984 -5.078 -0.041 -0.045 -0.020
H 5.558 -11.062 -4.293 0.086 0.068 0.053
H 5.659 -10.443 -5.955 0.076 0.097 -0.025
C -0.030 -5.400 3.313 0.021 -0.073 0.214
Cl -1.162 -5.936 2.068 -0.041 0.012 0.036
Cl 0.981 -4.067 2.729 -0.371 -0.277 0.342
H -0.591 -5.062 4.177 -0.060 0.082 -0.085
H 0.610 -6.231 3.590 0.033 0.006 -0.092
C 1.189 5.114 2.861 -0.017 0.332 0.110
Cl 1.612 3.407 2.749 0.329 0.120 0.177
Cl -0.559 5.350 2.812 0.797 0.026 0.939
H 1.566 5.500 3.801 -0.033 -0.081 0.043
H 1.643 5.648 2.034 -0.064 -0.095 -0.088
```
Forces are in eV/Å.

Mulliken population analysis, charges in e, atoms 1 to 8: number 1, C, carries -0.50; number 2, C, carries 0.35; number 3, C, carries -0.12; number 4, N, carries 0.10; number 5, N, carries 0.58; number 6, C, carries -0.55; number 7, N, carries 0.23; number 8, S, carries 1.09